[1]
Molecular formula: C22H29N3O4S
Method: DFT, the ωB97M-V functional and the def2-TZVPD basis

Summary:
Calculated total energy in eV: -46780.2320
Multiplicity: 1
Structure (SMILES): COc1ccccc1NS(=O)(=O)c1cc(NC(=O)C(C)C)ccc1N1CCCCC1

The geometry in XYZ format:
```
59
Properties=species:S:1:pos:R:3:forces:R:3
C -4.681200 -2.896644 -1.687238 0.0 -0.2 -0.3
H -3.689054 -2.737182 -2.123465 -0.1 0.0 0.0
O -4.885563 -2.072863 -0.550031 0.2 0.2 0.6
C -3.903442 -2.239135 0.415285 0.1 0.1 -0.2
C -4.016816 -3.206398 1.398855 -0.1 0.1 -0.1
C -3.007500 -3.361183 2.334256 0.0 0.0 0.0
C -1.884271 -2.554396 2.278462 0.1 0.0 0.0
C -1.770251 -1.573228 1.309038 -0.2 0.0 0.1
C -2.782905 -1.399808 0.376468 -0.2 -0.6 0.6
N -2.713451 -0.397229 -0.595744 0.6 0.2 -0.8
S -1.435588 -0.482924 -1.694849 -0.6 -0.3 -0.1
O -1.857353 0.263220 -2.848947 0.0 0.1 0.1
O -1.095439 -1.863215 -1.911810 0.2 0.1 0.2
C -0.065242 0.295746 -0.853701 -0.6 -0.2 -0.2
C 1.131253 -0.358986 -1.068630 0.5 0.0 0.1
C 2.291463 0.009473 -0.398670 -0.5 0.3 0.1
C 2.207123 1.051085 0.524357 0.1 -0.1 0.0
C 1.014584 1.708175 0.725680 -0.3 0.0 -0.1
C -0.166808 1.380263 0.032434 0.2 0.0 0.1
N -1.353672 2.023755 0.276993 -0.2 0.1 0.3
C -1.555298 2.773096 1.498243 0.2 0.2 0.2
C -1.260950 4.267294 1.332298 -0.3 -0.1 0.0
C -2.116540 4.825580 0.198643 0.3 0.0 -0.1
C -1.885100 4.002684 -1.065429 -0.3 -0.1 0.1
C -2.182797 2.521702 -0.800839 0.1 0.4 -0.4
H -2.012028 1.947007 -1.706175 -0.1 0.2 0.1
H -3.231096 2.407408 -0.504916 0.0 0.0 -0.1
H -2.524876 4.357472 -1.873943 0.0 0.0 -0.1
H -0.845506 4.105253 -1.384786 0.0 0.0 -0.1
H -1.869606 5.873811 0.019996 -0.1 0.0 0.0
H -3.171361 4.771619 0.478489 -0.1 0.0 0.0
H -1.474587 4.788215 2.267084 0.1 0.0 0.1
H -0.206353 4.415018 1.092618 0.1 0.0 0.0
H -0.957100 2.335703 2.298521 -0.1 0.0 0.0
H -2.611354 2.652478 1.768720 0.0 0.0 0.1
H 1.002219 2.518199 1.436042 0.0 0.1 0.0
H 3.087001 1.345233 1.072069 0.0 0.0 0.0
N 3.467229 -0.694795 -0.667556 -0.1 -0.3 -0.3
C 4.706586 -0.531191 -0.118178 0.1 -0.4 -0.5
O 4.980762 0.312630 0.704380 0.1 0.2 0.3
C 5.710014 -1.563423 -0.629126 0.2 0.1 0.3
C 7.131879 -1.043168 -0.447712 -0.2 0.0 -0.1
H 7.291361 -0.155309 -1.054614 0.1 0.1 0.0
H 7.854744 -1.801784 -0.737279 0.1 -0.1 0.0
H 7.294143 -0.775261 0.592930 0.0 0.0 0.1
C 5.498282 -2.860913 0.157528 0.0 0.1 -0.2
H 4.484630 -3.237534 0.034602 -0.1 -0.1 0.0
H 6.194070 -3.623754 -0.184582 0.0 -0.1 0.0
H 5.673649 -2.683684 1.216138 0.0 0.0 0.1
H 5.522679 -1.751478 -1.692220 0.0 0.0 0.1
H 3.355408 -1.436227 -1.345353 0.2 0.1 0.1
H 1.122881 -1.194781 -1.751304 0.1 -0.2 0.0
H -3.594362 -0.300684 -1.088890 0.1 0.1 -0.2
H -0.898372 -0.940438 1.265457 0.1 0.1 0.1
H -1.089949 -2.684818 2.997810 0.1 0.0 0.1
H -3.095342 -4.118964 3.097737 0.0 -0.1 0.1
H -4.892394 -3.837848 1.416200 -0.1 0.0 0.0
H -4.787828 -3.954624 -1.426111 0.0 0.1 0.0
H -5.450601 -2.618278 -2.405215 0.0 -0.1 0.0
```
Positions in Å, forces in eV/Å.


[2]
Molecular formula: C22H29N3O7
Method: DFT, the ωB97M-V functional and the def2-TZVPD basis

Summary:
Calculated total energy in eV: -42087.4545
Multiplicity: 1
Structure (SMILES): N[C@@]1(C(=O)O)CC2(CC2)[C@H]2[C@H](C(=O)O)[C@H]21.CNC(=O)[C@H](Cc1ccc(O)cc1)NC(C)=O

The geometry in XYZ format:
```
61
Properties=species:S:1:pos:R:3:forces:R:3
O -1.334494 6.363050 -1.742068 -0.1 0.2 -0.2
O 3.900797 -6.353462 -1.127322 0.6 1.0 -0.7
O -0.168150 -1.188646 -3.445065 1.3 0.6 0.7
O -4.385154 3.124592 0.544123 0.5 0.1 0.0
O 4.967285 -4.773962 -2.346803 -0.6 0.1 0.4
O 1.696728 -0.170409 -2.665965 -0.3 -0.9 0.3
O -1.981573 -2.668020 2.362772 -0.5 -0.4 -0.6
C -1.498989 5.470964 -0.926678 0.8 1.6 0.2
C 3.966916 -5.210388 -1.546085 -1.5 -0.8 0.9
C 0.808950 -1.196497 -2.709018 -1.6 -1.1 -0.8
C -3.165790 3.169614 0.659786 -1.2 0.1 -0.3
C -2.286470 -1.312449 0.414551 0.4 0.6 0.4
C -0.945232 -0.501359 2.288353 -0.4 0.4 -1.1
C -2.034436 -0.116719 -0.285115 0.4 -0.3 1.3
C -0.695099 0.693655 1.586932 -0.9 -1.2 -0.5
C -1.747125 -1.505085 1.702964 0.5 1.1 0.0
C -1.245264 0.891792 0.303272 0.0 -0.1 0.2
N -2.578692 3.290399 1.858606 0.8 0.1 0.5
N 0.027841 -3.507063 -1.915233 0.2 1.0 -0.1
N -2.004067 4.303772 -1.328723 -0.8 -1.7 0.3
C -1.110738 5.720351 0.515218 -0.1 0.0 -0.2
C -3.303485 3.381484 3.124878 -0.2 -0.1 -0.5
C 3.043489 -0.977219 1.111217 -0.1 -0.4 -0.5
C 2.656164 -2.342511 1.672190 0.2 0.3 -0.3
C 1.038182 -1.923720 -0.307267 0.3 -0.1 0.1
C 2.878091 -4.225306 -1.122478 1.1 0.8 -0.5
C 1.028328 -2.426149 -1.764948 0.1 -0.9 0.0
C 2.406845 -3.061935 -2.015184 0.8 0.7 0.3
C 3.303773 -2.785648 -0.830160 -0.3 0.5 -0.8
C 2.473664 -2.045604 0.187366 0.6 -0.2 1.2
C -1.010987 2.198883 -0.432970 0.1 -0.2 0.5
C -2.282406 3.051128 -0.601545 0.4 -0.2 -0.4
H 5.530065 -5.549975 -2.486415 0.1 0.0 0.0
H 1.387830 0.457709 -3.336282 0.0 0.1 0.0
H -1.628895 -2.663904 3.252681 0.2 0.2 0.2
H -2.898176 -2.087877 -0.022053 0.0 -0.1 0.0
H -0.523421 -0.651367 3.270225 0.1 -0.1 0.2
H -2.454475 0.025958 -1.272368 0.0 0.0 0.0
H -0.077952 1.456927 2.038830 0.1 0.1 0.0
H -1.573473 3.292450 1.886476 -0.1 0.0 0.1
H 0.070675 -3.889580 -2.859581 -0.2 0.2 0.2
H -0.906834 -3.139514 -1.736830 0.2 -0.1 -0.3
H -2.247535 4.305105 -2.306808 0.0 0.0 0.0
H -0.586967 6.673806 0.569266 -0.1 -0.1 -0.2
H -0.449868 4.936275 0.870024 0.0 -0.1 0.3
H -2.012192 5.788005 1.119839 0.1 -0.2 0.2
H -2.604256 3.439318 3.959715 0.0 0.0 -0.2
H -3.937123 4.270769 3.124111 0.0 -0.1 0.1
H -3.939551 2.502111 3.249055 0.0 0.1 0.0
H 4.115125 -0.767528 1.031522 -0.4 -0.1 0.1
H 2.426355 -0.084481 1.252308 0.1 -0.4 0.2
H 1.745618 -2.509202 2.256387 0.3 0.4 -0.1
H 3.500036 -2.977095 1.962394 -0.4 0.2 -0.2
H 0.692647 -0.892155 -0.232503 -0.1 -0.1 0.0
H 0.384589 -2.552314 0.303224 0.0 0.1 -0.2
H 2.184443 -4.673571 -0.404570 0.2 0.2 -0.5
H 2.857323 -2.870217 -2.994960 -0.2 -0.6 0.3
H 4.300450 -2.426227 -1.109322 -0.2 -0.4 0.6
H -0.608885 1.969942 -1.421018 0.0 0.2 -0.1
H -0.253874 2.774972 0.097807 0.2 0.1 0.0
H -2.910580 2.474126 -1.280758 -0.2 0.2 0.1
```
Positions in Å, forces in eV/Å.


[3]
Molecular formula: C22H29NO6
Method: DFT, the ωB97M-V functional and the def2-TZVPD basis

Summary:
Calculated total energy in eV: -37060.2582
Multiplicity: 1
Structure (SMILES): CCOC(=O)c1c(C(=O)OCC)c(C)n(CCc2ccc(OC)c(OC)c2)c1C

The geometry in XYZ format:
```
58
Properties=species:S:1:pos:R:3:forces:R:3
C -3.042202 -3.048856 1.061609 0.1 0.3 0.2
C -2.966691 -2.037297 2.197072 0.0 -0.5 0.2
H -2.358673 -2.439483 3.015360 -0.2 0.1 -0.1
H -3.962425 -1.782003 2.566344 0.1 0.0 0.0
O -2.405328 -0.799488 1.771075 0.0 0.3 0.1
C -1.073129 -0.758362 1.641584 0.2 -0.1 0.2
O -0.350794 -1.695212 1.908721 -0.1 -0.1 0.0
C -0.588882 0.546909 1.192258 0.3 0.3 -0.2
C 0.640415 1.077408 1.533883 -0.4 -0.6 0.3
N 0.740103 2.319372 0.974688 -0.4 -0.2 0.2
C -0.401221 2.606362 0.282881 -0.7 -0.1 -0.3
C -1.256504 1.527003 0.388822 0.4 0.1 0.2
C -2.540854 1.426132 -0.304985 -0.1 0.4 -0.1
O -3.258031 2.366717 -0.563569 0.0 -0.1 0.0
O -2.806196 0.167866 -0.687857 0.2 -0.1 -0.2
C -4.034584 -0.071202 -1.368731 -0.5 0.1 -0.3
C -3.786698 -0.982457 -2.559926 0.1 0.2 0.4
H -3.337556 -1.916758 -2.232832 0.0 -0.1 0.0
H -3.113178 -0.504523 -3.266877 0.0 0.0 -0.1
H -4.728932 -1.195656 -3.056987 -0.1 0.0 -0.1
H -4.452555 0.890500 -1.685780 0.0 -0.3 0.1
H -4.724727 -0.537554 -0.656589 0.1 0.1 0.0
C -0.613345 3.891378 -0.431230 0.1 0.0 -0.1
H -1.629814 3.913723 -0.812608 0.0 0.1 0.0
H 0.081000 4.014900 -1.262098 0.1 0.1 -0.1
H -0.483001 4.732665 0.249209 0.0 0.1 0.0
C 1.944587 3.105962 0.925721 0.4 0.3 -0.3
H 2.558320 2.854511 1.791851 -0.1 0.1 0.0
H 1.683998 4.166208 0.974528 0.0 -0.1 0.1
C 2.746889 2.826872 -0.365971 -0.1 -0.1 0.2
C 3.016720 1.355168 -0.498677 0.2 0.0 -0.2
C 4.181302 0.789170 -0.006458 -0.1 0.0 -0.1
C 4.320267 -0.586026 0.020875 -0.2 -0.2 -0.1
C 3.314123 -1.428800 -0.437162 0.0 0.1 0.1
C 2.168574 -0.858079 -1.027869 0.0 -0.2 0.0
C 2.038616 0.523290 -1.031732 0.1 -0.1 -0.1
H 1.153714 0.971369 -1.455758 -0.2 0.0 0.0
O 1.253049 -1.703452 -1.585553 0.5 -0.1 0.2
C 0.051226 -1.174128 -2.089579 -0.2 0.1 -0.1
H -0.530424 -0.672787 -1.311263 0.1 0.0 -0.1
H 0.232305 -0.483197 -2.920047 0.0 0.0 0.0
H -0.507674 -2.033200 -2.458494 0.0 0.1 0.0
O 3.549769 -2.762390 -0.293630 0.2 0.3 -0.3
C 2.451332 -3.635944 -0.111054 -0.3 -0.4 0.1
H 1.977892 -3.889520 -1.061796 0.0 0.0 0.1
H 2.870748 -4.536073 0.338799 0.0 0.0 0.0
H 1.706552 -3.203535 0.561178 0.0 0.0 0.0
H 5.207178 -1.044686 0.428719 0.1 -0.1 0.1
H 4.969118 1.416837 0.383089 0.1 0.1 0.1
H 2.179646 3.181884 -1.226995 0.0 0.1 0.0
H 3.681417 3.386498 -0.314075 0.0 0.1 0.0
C 1.662738 0.514681 2.452125 0.0 0.0 0.0
H 2.621313 0.388413 1.953554 0.1 0.0 0.0
H 1.799887 1.165155 3.317253 0.1 0.0 0.1
H 1.326206 -0.459701 2.791931 0.0 0.0 0.0
H -3.611410 -2.639168 0.231670 -0.1 0.0 -0.1
H -3.524542 -3.956648 1.413671 -0.1 -0.1 0.0
H -2.039650 -3.290762 0.717690 0.0 -0.1 0.0
```
Positions in Å, forces in eV/Å.


[4]
Molecular formula: C22H30BeBr4Cl2LiMgN2O12P
Method: DFT, the ωB97M-V functional and the def2-TZVPD basis

Summary:
Calculated total energy in eV: -371377.4299
Multiplicity: 1

The geometry in XYZ format:
```
76
Properties=species:S:1:pos:R:3:forces:R:3
C 3.673433 -0.904428 0.225315 -0.2 -0.7 -0.2
C 4.436880 -0.712055 -1.250365 0.4 -1.4 0.5
C 5.771273 0.233454 -1.134934 -0.9 0.8 1.3
Cl 7.296754 -0.647600 -1.821792 -1.6 1.1 0.4
C 5.595944 1.760434 -1.704103 -1.3 1.9 -2.2
C 4.582761 2.235967 -2.684708 2.4 0.0 2.1
C 4.473019 3.810704 -3.237568 -1.0 0.6 -2.9
O 3.882790 4.042470 -4.440140 3.2 -1.5 7.2
C 5.127630 4.974021 -2.285838 1.2 1.6 2.2
C 4.735906 6.585600 -2.332114 2.9 -0.4 2.2
C 5.474293 7.634471 -1.259553 0.9 -5.0 -0.6
C 6.593912 7.072134 -0.160640 -1.1 -2.7 -2.2
C 7.035239 5.486200 -0.124341 -3.3 1.2 -3.7
C 6.277429 4.484337 -1.194437 0.5 1.8 0.3
C 6.694213 2.897084 -1.158343 4.6 -0.4 1.3
O 7.938159 2.555671 -0.722936 -8.1 1.9 -2.6
H 4.361311 -0.609944 1.129298 -1.3 -0.3 -1.9
H 3.427943 -2.063373 0.371222 0.5 3.0 -0.5
H 2.656059 -0.330146 0.291376 2.1 -0.9 -0.1
H 3.691566 -0.422070 -2.105293 1.5 -0.3 1.7
H 4.828075 -1.807075 -1.520438 -0.7 2.5 0.4
H 6.000953 0.339105 0.031872 -0.3 -0.1 -2.8
H 3.800995 1.492805 -3.140776 1.8 1.3 1.0
H 3.944005 6.994428 -3.117395 1.9 -1.1 1.9
H 5.183836 8.790602 -1.306192 0.2 -3.0 -0.3
H 7.122444 7.776133 0.638912 -1.4 -1.5 -2.0
H 7.836014 5.012176 0.590172 -1.8 1.2 -1.6
O -1.146165 4.106644 -3.743055 0.9 0.8 0.0
P 0.351865 4.179210 -4.081546 0.2 -0.9 -0.4
O 1.169019 4.236082 -2.780381 -0.5 0.0 -0.4
O 0.627781 5.440825 -4.916017 -0.8 -0.4 0.6
O 0.756974 2.933788 -4.886994 0.7 0.2 0.3
Li 2.553331 2.622705 -4.354450 -0.9 0.5 -0.5
Be 6.021635 9.852566 -0.255845 0.6 1.4 0.8
Cl 3.804923 5.065504 -0.202695 -1.2 -0.7 0.4
C 2.456663 -5.637219 2.341305 -0.5 0.4 -0.1
N 2.182648 -4.286893 1.779796 -1.3 -1.3 1.4
O 2.843893 -3.938775 0.794555 0.7 -0.1 -1.0
O 1.311625 -3.614566 2.343914 2.0 0.3 0.3
H 3.241191 -6.113441 1.749335 -0.4 -0.2 0.1
H 2.780800 -5.504410 3.375465 -0.2 0.0 0.0
H 1.529577 -6.211388 2.286000 0.2 0.0 0.0
C -3.736258 -2.525235 3.178204 -0.3 0.4 0.0
C -2.609297 -1.541827 3.439117 -0.7 0.0 1.0
O -1.971846 -1.168378 2.211454 -0.7 1.9 -0.5
C -2.606767 -0.214684 1.487540 -0.7 0.2 0.0
O -3.649782 0.344663 1.792534 1.5 -0.8 -0.5
O -1.896155 -0.000525 0.352343 -0.4 -0.3 1.1
C -2.494769 0.940570 -0.536449 -0.1 0.4 -0.4
H -3.375577 -3.379715 2.596332 -0.1 0.0 0.1
H -4.158886 -2.888937 4.119039 0.1 0.0 0.0
H -4.538523 -2.060682 2.596405 0.3 -0.1 0.2
H -1.845152 -2.020579 4.060306 0.0 0.3 -0.3
H -2.961550 -0.658971 3.985050 0.0 0.0 -0.4
H -2.720733 1.882543 -0.026312 -0.1 -0.3 0.0
H -3.400109 0.512785 -0.978065 0.1 0.2 0.2
H -1.782366 1.148250 -1.339799 0.0 -0.2 0.3
C -6.493359 -1.386065 -0.306652 0.1 0.1 -0.1
C -6.549146 -2.564770 0.624502 0.3 -0.7 0.4
O -5.547784 -3.212691 0.918649 -0.5 0.2 -0.3
N -7.759968 -2.910218 1.149403 0.7 0.3 -0.2
C -9.039699 -2.280203 0.927846 -0.1 -0.3 0.3
H -5.463768 -1.234294 -0.642264 -0.2 -0.1 0.2
H -7.118676 -1.572348 -1.184043 0.0 0.2 0.1
H -6.824046 -0.482640 0.212971 -0.1 0.0 -0.2
H -7.717670 -3.712448 1.766266 0.0 0.2 -0.1
H -9.424990 -1.946881 1.894469 -0.2 0.1 -0.2
H -9.717249 -3.027877 0.508584 -0.2 0.2 0.0
H -8.973209 -1.428544 0.249568 0.1 -0.2 0.1
Mg 4.974706 -4.973132 0.935527 0.2 0.7 -0.3
C -8.543757 -6.918130 1.542404 0.0 -0.3 -0.1
Br -10.246298 -6.184485 2.131858 0.4 -0.1 -0.1
Br -7.952699 -6.121502 -0.130910 -0.2 -0.2 0.4
Br -7.182294 -6.789693 2.925935 -0.4 0.1 -0.4
H -8.704405 -7.984038 1.349897 0.1 0.5 0.1
Br -0.896521 -3.451057 2.162649 0.5 -1.6 -0.9
```
Positions in Å, forces in eV/Å.


Calculated max |F|, 0.0207 0.0406 0.0146 0.1692 Eh/bohr (same order as the records).
Calculated HOMO, -0.2808 -0.3273 -0.2944 -0.2412 Ha (same order as the records).
Calculated Kohn-Sham gap, 8.27 9.18 8.74 1.36 eV (same order as the records).